A | Computed, not measured: a gas-phase ion, C4H13N2 (charge +1), with wB97M-V/def2-TZVPD.

Structure (XYZ):
```
19
Properties=species:S:1:pos:R:3:lowdin_charge:R:1
C 2.275 0.174 0.611 -0.01
C 0.676 -0.296 0.447 -0.27
N 0.570 -1.211 -0.831 0.15
C -0.148 0.929 0.589 -0.18
C -1.571 0.591 0.347 -0.30
N -1.735 -0.068 -0.911 -0.01
H 2.541 0.948 -0.119 0.08
H 2.932 -0.722 0.498 0.08
H 2.418 0.519 1.607 0.06
H 0.414 -0.990 1.201 0.13
H 0.466 -2.289 -0.563 0.22
H 1.295 -1.121 -1.496 0.12
H -0.421 -0.805 -1.124 0.08
H -0.102 1.517 1.528 0.16
H 0.172 1.621 -0.201 0.14
H -2.098 1.572 0.509 0.14
H -2.300 0.168 0.941 0.10
H -1.860 0.625 -1.723 0.16
H -2.697 -0.479 -0.828 0.14
```

Summary:
**Orbital gap**: 11.2 eV
**LUMO level**: -3.1 eV
**Total charge**: +1
**Multiplicity**: 1
**E_HOMO**: -14.26 eV

***

B | Computed, not measured: 2 unconnected molecules or ions with the total composition C4H13N2, with wB97M-V/def2-TZVPD.

Structure (XYZ):
```
19
Properties=species:S:1:pos:R:3:lowdin_charge:R:1
N -0.537 0.428 1.149 0.09
C -1.666 1.281 0.801 -0.28
C -1.568 1.764 -0.642 -0.09
N 0.830 -0.932 -0.485 -0.03
C 1.995 -0.183 -0.350 -0.06
C 0.887 -2.330 -0.488 -0.06
H -0.054 -0.268 0.432 0.03
H -0.814 0.056 2.057 0.11
H -2.336 2.491 -0.887 0.08
H -1.610 2.163 1.460 0.14
H -2.594 0.741 1.026 0.12
H -1.560 0.897 -1.304 0.07
H -0.638 2.313 -0.801 0.08
H 1.803 0.739 0.227 0.12
H 2.326 0.194 -1.338 0.16
H 2.811 -0.797 0.063 0.11
H -0.126 -2.671 -0.719 0.11
H 1.332 -2.717 0.445 0.14
H 1.514 -2.774 -1.283 0.14
```

Summary:
**Orbital gap**: 5.5 eV
**LUMO level**: -8.1 eV
**Total charge**: +1
**Multiplicity**: 1
**E_HOMO**: -13.63 eV

***

C | Computed, not measured: 2 unconnected molecules or ions with the total composition C4H13N2, with wB97M-V/def2-TZVPD.

Structure (XYZ):
```
19
Properties=species:S:1:pos:R:3:lowdin_charge:R:1
N -0.380 -2.270 -0.996 0.10
C -1.434 0.091 0.547 -0.21
C -1.416 0.745 -0.853 -0.09
C 0.016 -0.158 0.894 0.10
N 0.832 1.138 0.866 -0.06
C 2.133 1.046 0.208 -0.11
H -2.054 -0.873 0.592 0.15
H 0.289 -2.515 -1.700 0.04
H -0.633 -3.154 -0.542 0.06
H -1.879 0.788 1.263 0.16
H -0.561 1.508 -0.878 0.10
H -2.395 1.209 -1.027 0.09
H -1.239 0.029 -1.668 0.07
H 0.288 -0.675 1.872 0.16
H -0.017 -1.547 -0.287 0.00
H 0.976 1.576 1.759 0.13
H 2.852 0.351 0.698 0.09
H 1.993 0.647 -0.841 0.10
H 2.629 2.063 0.093 0.12
```

Summary:
**Orbital gap**: 6.4 eV
**LUMO level**: -8.1 eV
**Total charge**: +1
**Multiplicity**: 1
**E_HOMO**: -14.42 eV

***

The structure with the greatest stability is A.

***

A | Computed, not measured: 4 unconnected molecules or ions with the total composition C4H13N2, with wB97M-V/def2-TZVPD.

Structure (XYZ):
```
19
Properties=species:S:1:pos:R:3:lowdin_charge:R:1
C -0.619 -0.356 -1.065 -0.20
N 0.477 0.334 -1.522 0.19
C -1.163 -0.113 0.591 0.06
N 1.985 -2.453 -1.175 -0.01
C -0.532 1.715 2.215 -0.14
C -0.993 1.234 0.877 -0.20
H -1.756 -0.339 -1.060 0.20
H -0.421 -1.425 -1.039 0.09
H 0.479 1.322 -1.214 0.07
H 0.984 0.784 0.896 0.13
H -1.482 -0.858 1.410 0.18
H 1.525 -1.521 -1.446 -0.02
H 1.270 -3.130 -1.465 0.01
H 2.426 -2.452 -2.109 0.03
H 0.291 2.401 1.959 0.08
H -1.292 2.132 2.848 0.09
H -0.027 0.833 2.724 0.06
H 1.905 0.550 2.058 0.25
H -1.282 1.907 0.078 0.13
```

Summary:
**Orbital gap**: 5.9 eV
**LUMO level**: -8.1 eV
**Total charge**: +1
**Multiplicity**: 1
**E_HOMO**: -13.99 eV

***

B | Computed, not measured: a gas-phase ion, C4H13N2 (charge +1), with wB97M-V/def2-TZVPD.

Structure (XYZ):
```
19
Properties=species:S:1:pos:R:3:lowdin_charge:R:1
C 1.859 -1.277 0.786 -0.13
N 0.357 -1.309 0.887 -0.14
C -0.269 -1.159 -0.498 -0.20
C 0.029 0.255 -0.967 -0.17
N -0.412 1.207 0.088 0.01
C -1.565 2.135 -0.272 0.01
H 2.206 -0.232 0.820 0.06
H 2.197 -1.913 -0.152 0.11
H 2.302 -2.007 1.666 0.14
H 0.238 -2.230 1.290 0.10
H 0.133 -1.781 -1.422 0.16
H -1.381 -1.310 -0.408 0.14
H 1.052 0.506 -1.208 0.13
H -0.565 0.417 -1.883 0.13
H 0.177 1.927 0.473 0.17
H -0.638 0.550 0.806 0.12
H -1.238 3.151 -0.564 0.11
H -2.314 2.206 0.625 0.14
H -2.104 1.706 -1.163 0.11
```

Summary:
**Orbital gap**: 10.8 eV
**LUMO level**: -3.1 eV
**Total charge**: +1
**Multiplicity**: 1
**E_HOMO**: -13.87 eV

***

C | Computed, not measured: a molecular structure, C4H13N2, with wB97M-V/def2-TZVPD.

Structure (XYZ):
```
19
Properties=species:S:1:pos:R:3:lowdin_charge:R:1
C 1.034 -0.019 -0.560 -0.25
N 1.845 -0.795 0.266 0.21
C -0.417 0.147 -0.375 -0.08
N 2.558 0.513 2.154 0.12
C -2.918 0.685 -0.706 -0.03
C -1.443 0.626 -1.098 -0.07
H 1.238 -0.223 -1.613 0.14
H 1.303 1.055 -0.403 0.20
H 2.719 -1.179 -0.103 0.14
H -5.751 -5.212 -0.884 0.00
H -0.556 0.122 0.715 0.13
H 2.504 1.143 2.952 0.05
H 2.124 -0.445 1.319 -0.01
H 3.506 0.711 1.815 0.04
H -2.926 0.311 0.307 0.08
H -3.505 0.014 -1.317 0.09
H -3.082 1.750 -0.808 0.09
H -5.131 -5.640 -0.748 0.00
H -1.073 1.043 -2.045 0.13
```

Summary:
**Orbital gap**: 4.5 eV
**LUMO level**: -8.7 eV
**Total charge**: +1
**Multiplicity**: 1
**E_HOMO**: -13.25 eV

***

The structure with the greatest stability is B.

***

A | Computed, not measured: a gas-phase ion, C5H14N (charge +1), with wB97M-V/def2-TZVPD.

Structure (XYZ):
```
20
Properties=species:S:1:pos:R:3:lowdin_charge:R:1
C 1.224 -1.844 0.323 -0.05
C 1.114 -0.447 -0.313 -0.41
C 1.787 0.626 0.529 -0.08
C -0.336 -0.141 -0.716 -0.17
C -1.104 0.723 0.261 -0.15
N -2.486 1.005 -0.286 0.20
H 1.429 -2.579 -0.454 0.08
H 2.052 -1.888 1.020 0.08
H 0.285 -2.140 0.795 0.08
H 1.655 -0.494 -1.258 0.13
H 2.863 0.564 0.415 0.09
H 1.582 0.545 1.605 0.09
H 1.511 1.638 0.250 0.07
H -0.894 -1.076 -0.853 0.12
H -0.403 0.334 -1.706 0.13
H -1.254 0.264 1.234 0.14
H -0.609 1.677 0.435 0.13
H -3.036 1.547 0.381 0.17
H -2.959 0.131 -0.517 0.17
H -2.420 1.556 -1.145 0.17
```

Summary:
**Orbital gap**: 11.0 eV
**LUMO level**: -3.8 eV
**Total charge**: +1
**Multiplicity**: 1
**E_HOMO**: -14.83 eV

***

B | Computed, not measured: 2 unconnected molecules or ions with the total composition C5H14N, with wB97M-V/def2-TZVPD.

Structure (XYZ):
```
20
Properties=species:S:1:pos:R:3:lowdin_charge:R:1
C 1.935 1.173 -0.844 0.20
N 2.816 0.240 -0.535 0.21
H 0.867 0.916 -0.722 0.05
H 2.262 2.131 -1.187 0.12
H 3.795 0.460 -0.734 0.16
H 2.519 -0.620 -0.059 0.15
C -0.798 -0.574 2.318 -0.07
C -1.176 -0.001 -1.648 -0.12
C -1.600 -0.543 -0.251 -0.24
C -0.523 -0.193 0.819 -0.29
H -1.625 0.063 2.658 0.08
H 0.085 -0.360 2.867 0.05
H -1.025 -1.670 2.353 0.09
H -1.891 -0.269 -2.422 0.08
H -0.174 -0.345 -1.966 0.06
H -1.127 1.123 -1.619 0.09
H -1.774 -1.627 -0.275 0.11
H -2.598 -0.130 -0.001 0.12
H 0.402 -0.670 0.450 0.07
H -0.370 0.897 0.796 0.10
```

Summary:
**Orbital gap**: 9.1 eV
**LUMO level**: -5.9 eV
**Total charge**: +1
**Multiplicity**: 1
**E_HOMO**: -15.00 eV

***

C | Computed, not measured: 2 unconnected molecules or ions with the total composition C5H14N, with wB97M-V/def2-TZVPD.

Structure (XYZ):
```
20
Properties=species:S:1:pos:R:3:lowdin_charge:R:1
C -1.577 1.038 -1.621 0.18
N -1.979 0.047 -0.937 0.23
H -2.193 1.394 -2.440 0.13
H -0.645 1.526 -1.350 0.10
H -1.404 -0.356 -0.193 0.10
H -2.845 -0.422 -1.185 0.17
C -0.083 -1.448 1.843 -0.10
C 1.755 0.936 -0.649 -0.12
C 1.029 0.491 0.610 -0.29
C 0.835 -1.017 0.699 -0.29
H 0.145 -0.937 2.776 0.09
H -0.021 -2.519 2.006 0.08
H -1.139 -1.232 1.642 0.06
H 1.694 2.011 -0.823 0.08
H 1.336 0.446 -1.538 0.07
H 2.812 0.679 -0.649 0.09
H 0.068 1.022 0.729 0.09
H 1.567 0.817 1.504 0.12
H 0.445 -1.431 -0.242 0.10
H 1.809 -1.482 0.826 0.12
```

Summary:
**Orbital gap**: 9.5 eV
**LUMO level**: -5.6 eV
**Total charge**: +1
**Multiplicity**: 1
**E_HOMO**: -15.14 eV

***

The structure with the greatest stability is A.

***

A | Computed, not measured: a gas-phase ion, C5H14N (charge +1), with wB97M-V/def2-TZVPD.

Structure (XYZ):
```
20
Properties=species:S:1:pos:R:3:lowdin_charge:R:1
C 2.882 0.649 -0.046 -0.10
C 1.790 -0.426 0.131 -0.25
C 0.533 -0.116 -0.681 -0.22
C -0.726 -0.834 -0.197 -0.17
C -1.587 0.020 0.778 -0.13
N -2.897 0.412 0.130 0.19
H 3.266 0.578 -1.071 0.08
H 3.734 0.389 0.584 0.08
H 2.565 1.683 0.085 0.07
H 1.567 -0.528 1.179 0.10
H 2.264 -1.327 -0.248 0.11
H 0.742 -0.458 -1.695 0.12
H 0.324 0.952 -0.807 0.11
H -0.566 -1.811 0.260 0.12
H -1.381 -1.046 -1.055 0.11
H -1.070 0.931 1.052 0.13
H -1.838 -0.561 1.645 0.12
H -2.738 0.989 -0.698 0.18
H -3.418 -0.411 -0.176 0.17
H -3.446 0.916 0.829 0.17
```

Summary:
**Orbital gap**: 10.8 eV
**LUMO level**: -3.8 eV
**Total charge**: +1
**Multiplicity**: 1
**E_HOMO**: -14.60 eV

***

B | Computed, not measured: a gas-phase ion, C5H14N (charge +1), with wB97M-V/def2-TZVPD.

Structure (XYZ):
```
20
Properties=species:S:1:pos:R:3:lowdin_charge:R:1
C 1.279 0.773 -0.904 -0.08
C 0.790 0.224 0.480 -0.33
C 0.571 1.377 1.520 -0.05
C -0.612 -0.755 0.309 -0.33
C -0.361 -1.982 -0.470 -0.07
N -1.600 0.028 -0.467 0.15
H 0.661 1.607 -1.149 0.04
H 1.070 -0.085 -1.762 0.12
H 2.357 1.182 -0.900 0.12
H 1.551 -0.480 0.808 0.12
H 0.819 0.861 2.577 0.14
H 1.212 2.187 1.308 0.06
H -0.481 1.671 1.493 0.06
H -1.005 -0.691 1.341 0.15
H 0.513 -2.502 -0.062 0.10
H -0.037 -1.712 -1.559 0.12
H -1.208 -2.737 -0.448 0.11
H -2.476 -0.619 -0.682 0.23
H -1.386 0.773 -1.143 0.16
H -1.958 0.722 0.295 0.19
```

Summary:
**Orbital gap**: 11.6 eV
**LUMO level**: -3.7 eV
**Total charge**: +1
**Multiplicity**: 1
**E_HOMO**: -15.33 eV

***

The structure with the greatest stability is A.

***

A | Computed, not measured: C4H3NO2S in the gas phase, with wB97M-V/def2-TZVPD.

Structure (XYZ):
```
11
Properties=species:S:1:pos:R:3:lowdin_charge:R:1
S 0.452 2.249 3.034 0.75
C 0.255 1.584 1.614 -0.75
O 0.331 0.277 1.360 -0.01
C 0.110 -0.276 0.147 -0.32
C 0.069 -1.576 -0.119 -0.04
N -0.329 -1.713 -1.457 0.10
C -0.429 -0.511 -1.913 -0.18
O -0.151 0.444 -0.986 0.09
H 0.097 2.172 0.680 0.09
H 0.182 -2.379 0.593 0.13
H -0.587 -0.271 -2.952 0.13
```

Summary:
**Orbital gap**: 9.2 eV
**LUMO level**: -0.1 eV
**Total charge**: 0
**Multiplicity**: 1
**E_HOMO**: -9.33 eV

***

B | Computed, not measured: a molecular structure, C4H3NO2S, with wB97M-V/def2-TZVPD.

Structure (XYZ):
```
11
Properties=species:S:1:pos:R:3:lowdin_charge:R:1
C 1.301 0.810 0.250 -0.16
C 0.447 0.001 -0.402 -0.42
C -1.697 -0.899 -0.654 -0.17
C -0.604 -0.547 0.320 -0.46
H 2.227 1.372 2.039 0.26
H 2.150 1.382 -0.159 0.14
H -2.660 -1.385 -0.396 0.12
N -1.675 -0.482 -1.942 -0.28
O 1.510 0.581 1.563 -0.02
O -0.899 -0.783 1.497 0.07
S -0.101 -0.050 -2.118 0.91
```

Summary:
**Orbital gap**: 7.6 eV
**LUMO level**: -0.9 eV
**Total charge**: 0
**Multiplicity**: 1
**E_HOMO**: -8.42 eV

***

The structure with the greatest stability is A.

***

A | Computed, not measured: C4H5NO2 in the gas phase, with wB97M-V/def2-TZVPD.

Structure (XYZ):
```
12
Properties=species:S:1:pos:R:3:lowdin_charge:R:1
C -1.531 -0.390 -0.763 -0.03
C -0.272 0.093 -0.129 -0.29
C 0.170 1.322 0.155 -0.05
O 1.416 1.261 0.743 0.08
C 1.779 -0.057 0.854 -0.53
O 2.799 -0.450 1.357 0.10
N 0.744 -0.768 0.292 0.17
H -1.385 -0.610 -1.825 0.08
H -1.899 -1.300 -0.279 0.08
H -2.310 0.370 -0.678 0.08
H -0.257 2.303 0.026 0.13
H 0.747 -1.773 0.247 0.17
```

Summary:
**Orbital gap**: 9.3 eV
**LUMO level**: 0.7 eV
**Total charge**: 0
**Multiplicity**: 1
**E_HOMO**: -8.60 eV

***

B | Computed, not measured: C4H5NO2 in the gas phase, with wB97M-V/def2-TZVPD.

Structure (XYZ):
```
12
Properties=species:S:1:pos:R:3:lowdin_charge:R:1
C -1.754 -1.352 -0.110 -0.03
N -0.836 -0.722 0.487 -0.01
C -0.497 0.598 -0.018 -0.17
C 0.940 0.421 -0.476 -0.34
O 1.259 0.058 -1.584 0.12
C 2.027 0.625 0.581 -0.16
O 1.815 1.184 1.627 0.09
H -2.353 -0.928 -0.926 0.08
H -1.968 -2.377 0.192 0.07
H -1.120 0.934 -0.860 0.12
H -0.533 1.322 0.803 0.12
H 3.020 0.237 0.283 0.13
```

Summary:
**Orbital gap**: 9.3 eV
**LUMO level**: -0.6 eV
**Total charge**: 0
**Multiplicity**: 1
**E_HOMO**: -9.87 eV

***

C | Computed, not measured: C4H5NO2 in the gas phase, with wB97M-V/def2-TZVPD.

Structure (XYZ):
```
12
Properties=species:S:1:pos:R:3:lowdin_charge:R:1
O -1.802 -0.433 0.874 0.07
C -1.012 -1.255 0.555 -0.23
C 0.533 -1.175 0.453 -0.11
N 1.223 -0.131 0.547 0.06
C 0.600 1.100 0.187 -0.21
C -0.005 1.030 -1.165 -0.22
O -0.042 -0.008 -1.801 0.05
H -1.430 -2.260 0.379 0.11
H 1.015 -2.140 0.581 0.11
H 1.362 1.887 0.169 0.12
H -0.190 1.410 0.881 0.13
H -0.253 1.974 -1.661 0.13
```

Summary:
**Orbital gap**: 9.2 eV
**LUMO level**: -0.2 eV
**Total charge**: 0
**Multiplicity**: 1
**E_HOMO**: -9.35 eV

***

D | Computed, not measured: a molecular structure, C4H5NO2, with wB97M-V/def2-TZVPD.

Structure (XYZ):
```
12
Properties=species:S:1:pos:R:3:lowdin_charge:R:1
C 1.141 -0.392 -1.388 -0.03
C 0.199 0.114 -0.352 -0.43
C -0.379 1.324 -0.477 0.16
O -1.358 1.203 1.029 0.07
C -0.911 0.069 1.473 -0.54
O -1.263 -0.461 2.651 0.13
N -0.049 -0.619 0.755 0.14
H 2.123 -0.508 -0.924 0.09
H 0.776 -1.364 -1.727 0.09
H 1.233 0.282 -2.244 0.08
H -0.791 1.672 -1.445 0.11
H -0.754 -1.301 2.673 0.14
```

Summary:
**Orbital gap**: 9.8 eV
**LUMO level**: 0.6 eV
**Total charge**: 0
**Multiplicity**: 1
**E_HOMO**: -9.19 eV

***

The structure with the greatest stability is A.